C2H2N2O | ωB97M-V/def2-TZVPD

**Total charge**: 0
**Highest occupied orbital energy (alpha / beta)**: -9.43 / -9.19 eV
**Kohn-Sham gap (alpha / beta)**: 8.885 / 8.126 eV
**ΔE to the lowest compared entry with this formula, charge and spin**: 103.8 kcal per mole

Each line ends with the natural charge from an NBO analysis.
Element x y z (Å)
C 0.211 1.053 -0.319  0.173
C -0.718 0.065 -0.381  -0.460
N 1.068 1.796 -0.133  -0.297
N 0.347 -1.259 1.352  0.281
O 1.456 -1.246 1.047  -0.150
H -1.741 0.332 -0.273  0.222
H -0.624 -0.741 -1.293  0.230

***

C2H10ClMgN2O6 | ωB97M-V/def2-TZVPD

**Total charge**: +1
**Highest occupied orbital energy (alpha / beta)**: -11.38 / -11.36 eV
**Kohn-Sham gap (alpha / beta)**: 4.725 / 4.629 eV

Each line ends with the natural charge from an NBO analysis.
Element x y z (Å)
Mg 0.000 0.000 0.000  1.601
O 1.979 0.000 0.000  -0.207
O 2.620 1.080 0.256  0.237
O -0.052 3.767 1.577  -0.783
Cl -0.356 2.366 1.357  2.508
O -1.774 2.142 1.562  -0.799
O 0.401 1.555 2.290  -0.876
O 0.000 2.002 0.000  -0.976
N -3.070 -4.165 0.779  -0.665
C -1.650 -3.922 0.419  -0.248
C -1.372 -2.412 0.348  -0.284
N 0.000 -2.082 0.000  -0.948
H -3.271 -5.172 0.830  0.455
H -3.713 -3.759 0.085  0.453
H -3.304 -3.759 1.695  0.452
H -1.480 -4.409 -0.547  0.229
H -1.040 -4.409 1.186  0.228
H -1.606 -1.951 1.314  0.240
H -2.039 -1.951 -0.389  0.269
H 0.264 -2.436 -0.948  0.408
H 0.684 -2.436 0.707  0.407
H -1.774 0.000 0.000  -0.702

***

C14H32N4O6Tl | ωB97M-V/def2-TZVPD

**Total charge**: +1
**Highest occupied orbital energy**: -11.90 eV
**Kohn-Sham gap**: 4.793 eV
**ΔE to the lowest compared entry with this formula, charge and spin**: 61.9 kcal per mole

Each line ends with the natural charge from an NBO analysis.
Element x y z (Å)
Tl -0.247 -0.497 1.311  1.027
O -1.996 2.034 0.678  -0.386
C -1.146 3.203 0.715  -0.132
C 0.005 3.315 1.817  -0.092
O 0.766 2.196 2.108  -0.372
H -1.800 4.075 0.701  0.219
H -0.826 3.428 -0.303  0.211
H -0.550 3.634 2.699  0.229
H 0.602 4.181 1.529  0.212
C 0.448 -3.452 -2.400  -0.724
C 0.859 -3.776 -0.970  0.694
O 0.421 -2.945 -0.142  -0.692
N 1.588 -4.918 -0.844  -0.608
C 2.176 -5.283 0.485  -0.423
H 0.247 -2.383 -2.479  0.256
H -0.552 -3.857 -2.548  0.241
H 1.152 -3.833 -3.140  0.208
H 1.618 -5.583 -1.603  0.411
H 3.258 -5.302 0.357  0.202
H 1.799 -6.276 0.729  0.214
H 2.030 -4.425 1.142  0.235
C -0.614 -0.021 -3.914  -0.730
C -1.100 0.435 -2.522  0.695
O -1.055 -0.332 -1.513  -0.668
N -1.640 1.700 -2.373  -0.612
C -2.027 2.645 -3.467  -0.421
H -1.051 -0.991 -4.150  0.250
H 0.470 -0.125 -3.952  0.239
H -0.893 0.515 -4.822  0.230
H -1.770 2.037 -1.429  0.416
H -1.859 3.657 -3.099  0.201
H -3.113 2.700 -3.548  0.208
H -1.564 2.463 -4.437  0.220
C -3.141 -1.373 5.362  -0.702
C -2.372 -0.351 4.621  0.689
O -2.156 -0.505 3.434  -0.679
N -1.926 0.638 5.397  -0.602
C -1.369 1.858 4.872  -0.437
H -2.626 -1.451 6.320  0.213
H -3.040 -2.380 4.957  0.245
H -4.137 -1.014 5.619  0.246
H -1.998 0.599 6.404  0.409
H -1.039 2.477 5.706  0.213
H -2.117 2.532 4.453  0.209
H -0.439 1.629 4.351  0.221
C 3.088 -1.042 -2.275  -0.712
C 2.656 0.170 -1.590  0.662
O 1.973 -0.010 -0.565  -0.689
N 2.899 1.348 -2.099  -0.586
C 2.374 2.588 -1.435  -0.429
H 2.696 -1.305 -3.258  0.236
H 2.879 -1.887 -1.619  0.248
H 4.174 -1.068 -2.367  0.233
H 3.443 1.524 -2.931  0.410
H 1.932 2.464 -0.447  0.241
H 1.534 2.917 -2.046  0.191
H 3.075 3.422 -1.481  0.213

***

C4H6N2O | ωB97M-V/def2-TZVPD

**Total charge**: 0
**Highest occupied orbital energy**: -8.27 eV
**Kohn-Sham gap**: 8.342 eV
**ΔE to the lowest compared entry with this formula, charge and spin**: 126.5 kcal per mole

Each line ends with the natural charge from an NBO analysis.
Element x y z (Å)
C -2.017 0.007 -0.193  -0.674
C -0.638 0.066 0.427  0.294
C 0.454 -0.373 -0.439  -0.539
C 1.719 -0.296 0.005  0.460
O 2.974 -0.356 -0.769  -0.472
N 2.686 -0.107 0.841  -0.144
N -0.371 0.501 1.602  -0.671
H -2.780 0.380 0.497  0.217
H -2.270 -1.023 -0.469  0.227
H -2.051 0.608 -1.110  0.225
H 0.280 -0.739 -1.444  0.240
H 3.132 0.549 -1.100  0.506
H -1.224 0.811 2.069  0.331

***

C10H10N2O2P | ωB97M-V/def2-TZVPD

**Total charge**: +1
**Highest occupied orbital energy (alpha / beta)**: -10.95 / -12.15 eV
**Kohn-Sham gap (alpha / beta)**: 6.390 / 6.991 eV
**ΔE to the lowest compared entry with this formula, charge and spin**: 151.1 kcal per mole

Each line ends with the natural charge from an NBO analysis.
Element x y z (Å)
C 2.873 2.071 -0.020  -0.100
C 3.048 0.955 -0.841  -0.226
C 1.783 2.136 0.865  -0.204
C 2.064 0.055 -0.872  0.053
C 0.799 1.187 0.699  0.056
C -0.605 -1.526 -1.426  -0.263
C -1.533 -2.334 -0.928  -0.110
C -0.176 -0.667 -0.305  0.345
C -1.874 -1.955 0.457  -0.281
C -1.369 0.015 1.678  0.249
N 0.839 0.223 -0.201  -0.311
N -0.879 -0.990 0.809  -0.410
O -3.401 1.535 -1.118  -0.956
O -2.248 0.815 1.064  -0.768
P -2.089 1.337 -0.557  1.506
H 3.598 2.802 -0.013  0.234
H 4.004 0.797 -1.335  0.267
H 1.724 2.890 1.625  0.261
H 2.111 -0.871 -1.413  0.232
H -0.238 -1.572 -2.445  0.265
H -2.171 -3.093 -1.360  0.255
H -2.816 -1.466 0.550  0.241
H -1.898 -2.896 1.144  0.260
H -1.616 -0.439 2.609  0.204
H 0.071 0.991 1.333  0.201

***

C28H36N2OP | ωB97M-V/def2-TZVPD

**Total charge**: +1
**Highest occupied orbital energy**: -10.89 eV
**Kohn-Sham gap**: 6.691 eV

Each line ends with the natural charge from an NBO analysis.
Element x y z (Å)
C 2.339 4.920 2.442  -0.254
O 2.371 3.695 3.197  -0.492
C 2.487 2.509 2.523  0.320
C 2.815 1.384 3.291  -0.258
C 2.730 0.115 2.759  -0.171
C 2.238 -0.082 1.465  -0.114
C 1.943 -1.417 0.868  -0.251
C 2.611 -1.866 -0.398  -0.061
C 2.777 -3.249 -0.654  -0.197
C 3.057 -3.709 -1.928  -0.217
C 3.255 -2.805 -2.963  -0.194
C 3.339 -1.438 -2.686  -0.203
C 3.125 -0.996 -1.385  -0.203
C 2.010 1.035 0.638  -0.218
C 2.192 2.343 1.143  -0.249
H 2.392 5.674 3.200  0.212
H 3.199 4.997 1.774  0.187
H 1.410 5.018 1.878  0.174
H 3.080 1.551 4.328  0.240
H 3.083 -0.733 3.355  0.226
H 1.890 -2.203 1.600  0.232
H 2.678 -3.959 0.163  0.219
H 3.077 -4.775 -2.125  0.229
H 3.336 -3.157 -3.981  0.224
H 3.540 -0.748 -3.490  0.226
H 3.391 0.040 -1.160  0.230
H 1.697 0.921 -0.399  0.222
H 1.997 3.211 0.531  0.218
C -1.104 1.681 2.745  -0.612
C -2.135 0.703 2.174  0.137
C -2.350 -0.495 3.098  -0.629
C -3.512 1.413 2.019  -0.624
N -1.567 0.221 0.887  -0.697
P -1.099 -1.372 0.562  1.317
H 0.661 -1.271 0.626  0.065
N -1.356 -1.135 -1.088  -0.721
C -1.671 -2.203 -2.067  0.137
C -2.976 -1.937 -2.874  -0.625
C -1.870 -3.519 -1.315  -0.630
C -0.467 -2.263 -3.014  -0.622
C -1.497 0.248 -1.438  0.191
C -1.626 1.035 -0.292  0.101
C -1.795 2.417 -0.417  -0.213
C -1.805 3.005 -1.681  -0.198
C -1.677 2.231 -2.807  -0.182
C -1.534 0.848 -2.700  -0.235
H -0.967 2.546 2.080  0.211
H -1.433 2.027 3.736  0.226
H -0.134 1.170 2.815  0.223
H -3.111 -1.164 2.674  0.222
H -1.415 -1.051 3.238  0.214
H -2.714 -0.140 4.075  0.245
H -4.235 0.739 1.534  0.222
H -3.920 1.662 3.019  0.237
H -3.457 2.358 1.463  0.221
H -2.902 -1.075 -3.551  0.221
H -3.211 -2.815 -3.509  0.236
H -3.825 -1.796 -2.187  0.222
H -0.985 -3.763 -0.716  0.215
H -2.747 -3.445 -0.656  0.223
H -2.056 -4.327 -2.040  0.245
H 0.443 -2.402 -2.415  0.228
H -0.600 -3.094 -3.722  0.226
H -0.352 -1.320 -3.567  0.213
H -1.931 3.035 0.462  0.226
H -1.947 4.054 -1.764  0.230
H -1.719 2.674 -3.773  0.230
H -1.464 0.245 -3.597  0.225

***

C3H5BrOS | ωB97M-V/def2-TZVPD

**Total charge**: 0
**Highest occupied orbital energy (alpha / beta)**: -9.04 / -9.28 eV
**Kohn-Sham gap (alpha / beta)**: 8.365 / 8.401 eV
**ΔE to the lowest compared entry with this formula, charge and spin**: 88.5 kcal per mole

Each line ends with the natural charge from an NBO analysis.
Element x y z (Å)
C 1.254 0.767 -2.082  -0.323
C 1.281 0.940 -0.409  -0.473
C 0.043 0.272 1.906  -0.793
O 2.516 -0.682 1.371  -0.945
S 1.221 -0.488 0.669  1.248
Br 1.789 2.634 0.059  0.135
H 1.267 1.771 -2.552  0.219
H 0.723 -0.193 -2.342  0.220
H 0.369 -0.115 2.859  0.248
H -0.873 -0.214 1.652  0.226
H 0.093 1.351 1.746  0.238

***

C5H11N4O5 | ωB97M-V/def2-TZVPD

**Total charge**: +1
**Highest occupied orbital energy (alpha / beta)**: -13.35 / -13.35 eV
**Kohn-Sham gap (alpha / beta)**: 6.531 / 6.300 eV
**ΔE to the lowest compared entry with this formula, charge and spin**: 145.0 kcal per mole

Each line ends with the natural charge from an NBO analysis.
Element x y z (Å)
C -0.210 0.518 -0.056  0.565
C -0.392 2.666 1.041  -0.399
C -2.360 1.236 0.827  -0.438
C 2.753 -1.163 1.079  -0.251
C -0.872 -0.750 -0.609  0.111
N 1.777 -2.017 -0.932  -0.016
N -0.947 1.418 0.608  -0.362
N 0.884 -1.656 -1.723  0.393
N -1.646 -0.700 -1.758  0.387
O -1.855 -1.849 -2.249  -0.286
O 1.022 0.731 -0.279  -0.636
O 0.656 -1.920 -2.844  -0.189
O -2.248 0.339 -2.023  -0.284
O 1.604 -1.834 0.350  -0.329
H 0.293 3.014 0.271  0.240
H -1.215 3.400 1.134  0.219
H 0.034 2.552 1.945  0.210
H -2.712 2.013 1.503  0.243
H -2.796 1.231 -0.219  0.240
H -2.536 0.274 1.307  0.206
H 3.616 -1.819 0.968  0.196
H 2.355 -1.225 2.074  0.226
H 3.021 -0.158 0.748  0.240
H -0.851 -1.650 0.065  0.290
H 2.626 -2.653 -1.229  0.425